Entry 1:
Here is C6H9FeO5 as an isolated structure in a non-equilibrium geometry from the OMol25 dataset. Energies are from ωB97M-V with the def2-TZVPD basis set.

Each line ends with the Löwdin spin population.
Cartesian coordinates (Å):
O 0.74133 0.28473 0.36564  0.14
C 0.56056 -0.65778 -0.59881  0.02
O 1.43572 -1.10243 -1.29203  0.01
O -0.39690 -1.44570 0.04088  0.13
C -0.66626 -2.72406 -0.40498  0.01
C 1.82833 1.22708 0.21326  0.01
H 2.75385 0.63849 0.24029  0.00
H 1.74519 1.71697 -0.76563  0.00
C 1.73489 2.23074 1.33398  0.02
H 0.70039 2.57882 1.45824  0.01
H 2.09814 1.80529 2.27877  0.00
H 2.36018 3.09787 1.08520  0.00
C -1.71328 -3.39051 0.06263  0.01
H -0.07808 -3.01717 -1.27521  0.00
H -1.93521 -4.37318 -0.34973  0.00
H -2.47872 -2.90474 0.66972  0.01
O -2.52387 2.25894 -1.88632  0.05
C -1.94577 1.48788 -1.15080  0.06
O -2.08034 1.28799 0.08781  0.52
Fe -1.18056 0.20518 1.43989  4.96
H -0.95959 0.79558 -1.55278  0.04

The multiplicity is 7. The orbital gap (alpha / beta) comes out at 8.0 / 5.6 eV. As for the expectation value of S²: 12.011. Its charge is +1.

***

Entry 2:
Here is C6H9FeO5 as an isolated structure in a non-equilibrium geometry from the OMol25 dataset. Energies are from ωB97M-V with the def2-TZVPD basis set.

Each line ends with the Löwdin spin population.
Cartesian coordinates (Å):
O 0.03428 0.34228 0.89162  0.14
C 0.79951 0.65843 -0.29308  0.02
O 1.72108 1.46451 -0.20175  0.02
O 1.20377 -0.81341 -0.49964  0.39
C 2.18528 -1.09662 -1.39354  0.18
C -0.62112 1.45440 1.51051  0.01
H 0.15761 2.07202 1.97954  0.00
H -1.11982 2.06874 0.74453  0.00
C -1.63211 0.95693 2.51477  0.01
H -2.37003 0.30110 2.03157  0.01
H -1.13901 0.42866 3.34173  0.00
H -2.17423 1.81434 2.93481  0.00
C 2.44779 -2.33275 -1.81445  0.44
H 2.63886 -0.21088 -1.84632  0.00
H 3.25648 -2.48728 -2.52724  0.02
H 1.73435 -3.14694 -1.67579  0.03
O -2.77755 0.50624 -2.36561  0.01
C -2.01664 -0.09844 -1.71260  0.01
O -1.78121 -1.02762 -0.99694  0.14
Fe -0.38554 -1.66141 0.56724  4.55
H -0.16176 0.80769 -1.18936  0.02

The multiplicity is 7. The orbital gap (alpha / beta) comes out at 6.4 / 5.2 eV. As for the expectation value of S²: 12.020. Its charge is +1.

***

Entry 3:
Here is an isolated ion of composition C6H9N and charge -1 in a non-equilibrium geometry from the OMol25 dataset. Energies are from ωB97M-V with the def2-TZVPD basis set.

Each line ends with the Löwdin spin population.
Cartesian coordinates (Å):
C 0.27445 -1.52319 -1.59354  0.05
C 0.43899 -0.02660 -1.41715  0.02
C 0.02425 0.48741 -0.06521  0.01
C -0.64894 -0.35982 0.80314  0.21
N -0.80607 0.27243 1.99951  0.07
C -0.09264 1.43125 1.99106  0.24
C 0.19903 1.69469 0.67917  0.03
H 0.55176 -1.80374 -2.62165  0.01
H 0.84656 -2.10173 -0.87320  0.02
H -0.77181 -1.83931 -1.65869  0.01
H 1.45362 0.27999 -1.68790  0.00
H -0.18572 0.44168 -2.19263  0.00
H -1.14116 -1.29789 0.61786  0.07
H -1.07386 -0.20280 2.86159  0.18
H 0.23368 1.97165 2.85730  0.07
H 0.69786 2.57598 0.30034  0.01

The multiplicity is 2. The orbital gap (alpha / beta) comes out at 2.6 / 8.0 eV. As for the expectation value of S²: 0.750. Its charge is -1.

***

Entry 4:
Here is one molecule with the formula C6H9N from the OMol25 dataset. Energies are from ωB97M-V with the def2-TZVPD basis set.

Each line ends with the Löwdin charge.
Cartesian coordinates (Å):
C 1.64651 2.05187 0.11011  -0.05
N 1.48904 0.82340 0.35338  0.01
C 0.81765 0.00744 -0.60910  -0.27
C 0.78142 -1.46763 -0.20943  -0.02
C -0.40347 -0.60255 -0.03609  -0.41
C -1.36631 -0.21438 1.01528  -0.07
C -1.84273 -0.63158 -0.36546  -0.07
H 2.05754 2.69260 0.89315  0.06
H 1.41137 2.53054 -0.84595  0.07
H 0.83663 0.27590 -1.67076  0.14
H 1.39354 -1.67923 0.66099  0.10
H 0.74087 -2.27184 -0.94677  0.10
H -1.46447 0.83891 1.27340  0.10
H -1.53587 -0.88746 1.85080  0.10
H -2.30118 -1.61018 -0.46949  0.10
H -2.26054 0.14419 -1.00405  0.10

The orbital gap comes out at 10.6 eV. Its structure (SMILES) is C=N[C@H]1CC12CC2. Its charge is 0.

***

The calculation returns the following energy above the lowest of the compared OMol25 structures with the same formula, charge and spin values, one per record and in order: 23.7; 26.1; 11.4; 66.8 kcal per mole.